Density functional theory data (wB97M-V/def2-TZVPD) for 5 unconnected molecules or ions with the total composition C15H27NO9 in a non-equilibrium geometry.

Results
- max |F| (Eh/bohr) = 0.104
- net charge = 0
- orbital gap (eV) = 8.20
- SMILES string = C[C@@H](O)COc1cc(O)cc2c1C(=O)NC2=O.CO.CO.CO.CO

Each line ends with the natural charge from an NBO analysis.
Element x y z (Å)
C1 1.2160 -2.1335 -1.1285  -0.09
H1 6.9840 -0.7073 -0.4074  0.16
C2 -1.5973 0.5613 -2.5414  0.68
O1 -0.9705 -0.0799 3.1657  -0.73
O2 2.3538 -0.2946 -2.3148  -0.70
O3 -2.9081 -2.7367 2.3897  -0.71
H2 3.0979 -0.9365 -2.3514  0.45
H3 7.9977 0.4143 0.5512  0.16
C3 -1.5136 -2.5766 0.2700  -0.30
O4 2.6588 2.9002 0.7054  -0.73
H4 2.0018 -2.7796 -1.6778  0.20
H5 -2.8999 -0.2372 3.8234  0.18
H6 4.1437 4.0254 -0.1805  0.17
H7 -2.1223 -2.6211 2.9860  0.50
H8 1.1821 -2.5434 -0.0547  0.18
C4 3.9324 3.5235 0.7670  -0.24
O5 6.0942 0.0856 1.2775  -0.72
C5 -2.6036 -1.9864 1.1963  0.33
O6 -4.1268 2.4167 -0.5998  -0.51
H9 3.9497 4.2481 1.5848  0.17
H10 0.8281 0.1533 -0.9599  0.21
H11 -1.7474 0.4210 5.0105  0.17
C6 2.6369 -0.3647 0.2413  -0.66
H12 2.5734 -1.2604 0.9524  0.20
H13 -7.3681 -0.2248 -2.7584  0.17
O7 -0.0608 -2.3244 -1.8417  -0.52
H14 4.6895 2.7597 0.9469  0.17
O8 -5.3683 -0.3575 -3.2578  -0.74
H15 2.0085 3.5962 0.5459  0.47
H16 -0.9571 -3.5625 0.4786  0.25
H17 -6.3467 1.1469 -2.2619  0.19
O9 -0.6624 0.6826 -3.3716  -0.49
H18 -3.4139 1.0401 -3.1744  0.44
C7 -3.2934 -0.6099 0.8353  -0.24
H19 -2.2898 1.4269 3.6328  0.17
H20 5.7501 0.8308 0.7692  0.46
H21 2.2273 0.5515 0.8064  0.25
C8 -1.7954 -0.4736 -1.3505  -0.20
H22 -6.2334 -0.3989 -1.3843  0.17
C9 1.6817 -0.5949 -1.0587  0.06
C10 -2.9006 0.1470 -0.4506  -0.11
H23 -0.2140 0.5061 3.2960  0.47
C11 -1.0941 -1.8079 -1.0082  0.36
C12 -6.3907 0.0621 -2.3628  -0.25
N1 -2.8018 1.4440 -2.4448  -0.74
H24 3.7031 -0.1790 -0.1156  0.21
H25 -4.0755 -0.1569 1.5273  0.25
H26 -5.4277 -1.3185 -3.3297  0.47
C13 -2.0354 0.4144 3.9561  -0.25
C14 -3.4072 1.5192 -1.0839  0.70
H27 7.6637 -1.2276 1.1541  0.18
C15 7.2516 -0.3829 0.6015  -0.25

Atoms 1-3, force components in eV/Å:
0.77 0.16 0.59
0.22 -0.08 -0.05
1.76 -0.59 -0.16

***

Density functional theory data (wB97M-V/def2-TZVPD) for a molecular structure, C35H52EuO2P4 in a non-equilibrium geometry.

Results
- 2S+1 = 7
- max |F| (Eh/bohr) = 0.039
- expectation value of S² = 12.156
- net charge = +3
- orbital gap (spin up / spin down) (eV) = 4.89 / 7.28

Each line ends with the Mulliken spin population.
Element x y z (Å)
H1 -0.8752 -2.5407 -1.7968  0.00
C1 -3.2148 -0.8543 -3.4680  0.00
H2 0.5249 -4.0591 1.4260  0.00
H3 2.8693 -2.5662 -5.9380  0.00
H4 -4.5964 6.0638 -2.6655  0.00
H5 -4.1173 4.6735 -0.6913  0.00
C2 -3.8959 0.8774 0.1298  0.00
C3 -1.9586 3.8204 2.6505  0.00
C4 4.4026 -0.3940 1.9079  0.00
H6 -2.0430 -2.2273 2.9266  0.00
C5 -4.4392 3.0364 1.1193  0.00
H7 -2.6196 -1.5513 1.3680  0.00
H8 -2.1514 0.8175 2.1851  0.00
H9 2.3549 -2.3976 -2.4905  0.00
H10 -3.5628 0.1006 -3.0208  0.00
C6 -5.6958 2.5642 1.4913  0.00
C7 2.2862 -1.0728 -4.5115  0.00
C8 -0.0465 5.7800 2.1419  0.00
H11 -0.2964 6.3560 4.2189  0.00
H12 2.2118 -3.4768 1.6029  0.00
H13 -1.5112 0.2414 3.7557  0.00
H14 5.3800 1.7266 0.2724  0.00
H15 -2.0347 -1.8179 -4.9519  0.00
H16 -5.4589 -0.6111 0.2478  0.00
P1 1.1457 -2.5256 -0.3649  -0.08
H17 2.7206 -3.9060 -1.5978  0.00
H18 -2.6799 3.0394 2.8913  0.00
C9 4.0021 0.5335 -3.8656  0.00
C10 -2.2387 3.9245 -1.4542  0.00
O1 -0.9899 1.7459 -0.3394  -0.06
H19 5.2515 -1.7187 -6.0925  0.00
C11 -1.4340 3.9482 1.3498  0.00
C12 -0.5979 5.6666 3.4251  0.00
P2 3.2877 0.7009 0.9533  -0.01
H20 -6.3760 3.2505 2.0035  0.00
C13 -3.6827 5.4708 -2.6396  0.00
C14 2.5518 -2.8272 -1.4995  -0.01
H21 1.2639 -1.4644 -4.4067  0.00
P3 -0.3627 -0.8252 1.9133  -0.06
C15 4.5205 -1.2419 -5.4353  0.00
O2 1.8220 0.3860 -2.6812  -0.01
C16 3.1949 -1.6963 -5.3659  0.00
H22 4.3123 2.5406 2.1531  0.00
H23 2.9825 1.7957 3.0989  0.00
C17 -6.0540 1.2459 1.1906  0.00
H24 0.6998 6.5502 1.9390  0.00
H25 1.4061 -0.7332 3.5751  0.00
C18 -1.2378 0.5545 2.7386  -0.02
H26 -7.0448 0.8765 1.4704  0.00
H27 4.6178 -1.3012 1.3284  0.00
C19 -1.7661 -2.0108 1.8862  -0.01
C20 -1.6250 4.6955 -3.6585  0.00
H28 3.4574 -2.3530 -1.0977  0.00
H29 4.0531 2.1276 -0.8535  0.00
H30 3.9062 -0.6750 2.8448  0.00
C21 -3.4066 4.6983 -1.5130  0.00
H31 -3.7073 -1.7820 -3.1247  0.00
C22 4.5109 1.3196 -0.2630  0.00
C23 2.7154 -0.0089 -3.7371  0.00
C24 1.4519 -3.8207 0.8870  -0.01
C25 -0.4457 4.9197 1.1162  0.00
Eu1 0.7332 0.3060 -0.6407  6.31
C26 -1.5537 4.6793 3.6759  0.00
H32 -1.5037 -2.9446 1.3745  0.00
H33 5.3440 0.1360 2.1209  0.00
H34 4.3086 1.4108 -3.2805  0.00
H35 -4.1529 4.0620 1.3640  0.00
H36 -1.8492 0.0422 -4.8558  0.00
C27 -3.5310 2.1981 0.4553  0.00
H37 5.9048 0.3381 -4.8757  0.00
H38 -0.6006 1.4460 2.7933  0.00
C28 -1.3431 3.9243 -2.5314  0.00
H39 -1.9930 4.5765 4.6719  0.00
H40 1.0504 -2.4256 3.1205  0.00
H41 2.6008 2.8971 1.7525  0.00
P4 -1.9536 2.8945 -0.0215  -0.01
C29 -0.2469 -3.2902 -1.2879  -0.01
H42 1.7311 1.3633 -2.6586  0.00
H43 0.1615 -3.9807 -2.0367  0.00
H44 0.0210 4.9720 0.1298  0.00
H45 -0.8744 -3.8459 -0.5793  0.00
H46 -0.9309 4.6948 -4.4986  0.00
H47 -0.0858 -1.5319 4.1912  0.00
C30 4.9091 -0.0838 -4.7329  0.00
C31 3.2982 2.1249 2.1018  0.00
H48 4.8094 0.5214 -0.9574  0.00
C32 -2.3085 -0.8748 -4.4612  0.00
C33 0.6048 -1.4489 3.3404  -0.01
H49 -3.0083 6.0579 -4.6079  0.00
H50 1.8225 -4.7160 0.3643  0.00
C34 -2.7952 5.4621 -3.7210  0.00
H51 -0.4427 3.3076 -2.4832  0.00
H52 -3.2040 0.2334 -0.4225  0.00
C35 -5.1601 0.4079 0.5060  0.00

Atoms 1-3, force components in eV/Å:
0.12 -0.30 0.04
0.19 0.18 -0.23
0.33 0.02 -0.10

***

Density functional theory data (wB97M-V/def2-TZVPD) for a molecular structure, C46H35ClIIrNOP2Si in a non-equilibrium geometry.

Results
- 2S+1 = 2
- max |F| (Eh/bohr) = 0.050
- expectation value of S² = 0.806
- net charge = +2
- orbital gap (spin up / spin down) (eV) = 6.13 / 5.30

Each line ends with the Mulliken spin population.
Element x y z (Å)
C1 -1.8386 -2.6515 0.1463  0.00
H1 -3.0566 -5.7328 0.8108  0.00
C2 1.5170 -2.6004 -2.3190  0.01
C3 2.5198 -3.5781 2.9814  0.00
H2 1.6850 3.1100 0.5171  0.01
Cl1 6.4178 0.4486 -3.8873  0.07
C4 -3.7046 -0.1169 3.4099  0.00
H3 -2.5804 0.6962 -1.5092  -0.01
H4 2.0320 -1.8084 4.0698  0.00
P1 -0.9777 2.0460 0.4219  -0.02
H5 -1.5262 4.7495 -0.6006  0.00
H6 2.3060 -2.3113 -1.6370  0.00
C5 -2.3632 -0.4524 3.3057  0.00
H7 1.1899 6.6295 2.9019  0.00
H8 1.4152 -4.3505 -0.1207  0.00
H9 -1.1917 6.0797 3.2305  0.00
H10 2.2090 0.9419 3.7680  0.00
C6 -3.4335 1.5714 1.7191  0.00
H11 0.7454 0.6762 4.6913  0.00
H12 -2.1424 4.0444 2.1933  0.00
H13 -4.0307 1.4898 -3.3478  0.00
C7 -2.6904 1.7542 -1.7081  0.00
H14 -2.9595 5.5298 -2.4473  0.00
C8 2.4786 0.7313 -3.8660  0.11
C9 -3.0477 -4.6650 0.6528  0.00
N1 2.8214 0.3891 -0.2115  0.02
C10 1.8894 -2.3577 3.1521  0.00
C11 2.3553 -4.2918 1.8031  0.00
C12 1.0710 -1.8367 2.1551  0.00
C13 -1.1004 4.2979 2.0589  0.00
H15 2.8609 -3.0556 -3.9112  0.00
C14 5.1022 -0.0422 0.3653  0.01
C15 -3.5899 3.5583 -3.0023  0.00
C16 0.8905 -2.5799 0.9723  0.02
C17 -0.8321 -2.9029 -2.7896  0.00
C18 -1.8549 -4.0275 0.3692  0.00
H16 2.6380 5.1473 1.5708  0.00
C19 0.1865 -2.5702 -1.8978  -0.01
C20 -0.5135 -3.3037 -4.0722  0.00
H17 -5.2758 1.1643 2.7295  0.00
H18 -0.9396 -4.5977 0.3135  0.00
I1 0.8645 0.9160 -5.1775  0.04
C21 1.5379 -3.7967 0.8002  0.00
C22 5.5024 0.0894 -0.9711  0.02
C23 1.0638 3.7721 1.1145  -0.01
C24 -2.0052 2.6788 -0.9173  0.00
H19 6.5388 0.0019 -1.2450  0.01
H20 -3.0174 -0.8563 0.0515  0.00
C25 -2.0824 4.0414 -1.1975  0.00
C26 -3.4891 2.1984 -2.7416  0.00
H21 -1.3008 -3.5756 -4.7563  0.00
H22 -4.2142 3.9036 -3.8105  0.00
H23 1.0402 -3.6272 -5.4991  0.00
H24 3.1486 -3.9691 3.7660  0.00
C27 -2.8848 4.4747 -2.2367  0.00
C28 3.7843 0.6951 -4.2727  -0.07
C29 0.8094 -3.3435 -4.4846  0.00
C30 -0.5619 5.4311 2.6413  0.00
H25 -5.1561 -4.4418 0.9341  0.00
C31 -4.2115 -2.5698 0.5100  0.00
C32 3.7890 0.1418 0.7091  -0.01
C33 3.1761 0.4385 -1.5300  0.11
H26 2.8663 -5.2313 1.6647  0.00
P2 -0.2300 -1.8899 -0.2836  -0.01
Si1 0.3511 -0.0804 2.3503  -0.01
C34 -3.0206 -1.9239 0.2207  0.00
O1 0.8926 0.6221 -2.1352  0.30
C35 -2.0894 1.2340 1.6141  0.01
C36 1.1266 0.9990 3.7265  0.00
C37 4.8064 0.4951 -3.3362  0.21
H27 5.8266 -0.2575 1.1341  0.00
H28 0.8532 2.0447 3.6101  0.00
H29 -3.8496 2.3498 1.0927  0.00
C38 4.5262 0.3380 -1.9451  0.02
C39 1.8269 -3.0020 -3.6033  0.00
C40 2.1228 0.6085 -2.4807  0.13
H30 -4.3324 -0.6489 4.1089  0.00
H31 -5.1308 -2.0056 0.5583  0.00
C41 1.5946 4.9046 1.7036  0.00
C42 -4.2348 0.8990 2.6305  0.00
H32 -1.9607 -1.2452 3.9193  0.00
C43 0.7788 5.7375 2.4559  0.00
C44 -4.2266 -3.9390 0.7215  0.00
H33 -1.8637 -2.8541 -2.4726  0.00
Ir1 0.6741 0.4259 -0.0429  0.05
H34 4.0359 0.7955 -5.3165  0.00
C45 -1.5402 0.2239 2.4169  -0.01
C46 -0.2873 3.4770 1.2826  0.00
H35 3.4702 0.0974 1.7405  -0.01

Atoms 1-3, force components in eV/Å:
0.13 0.58 -0.14
0.00 -0.08 0.03
-0.11 0.01 0.12

***

Density functional theory data (wB97M-V/def2-TZVPD) for a molecular structure, C22H47N2O12S2 in a non-equilibrium geometry.

Results
- max |F| (Eh/bohr) = 0.021
- net charge = -1
- ΔE to the lowest compared entry with this formula, charge and spin (kJ/mol) = 0.00
- orbital gap (eV) = 7.81

Each line ends with the Löwdin charge.
Element x y z (Å)
H1 -6.7848 2.3101 2.3250  0.10
N1 -0.7518 1.7630 3.5507  -0.33
O1 -1.7763 0.0626 1.9532  -0.36
H2 1.7370 1.1984 -7.0615  0.08
C1 1.3805 1.4180 -4.9297  -0.22
H3 4.0188 -3.0965 -3.7631  0.12
C2 2.5465 3.7746 -6.1426  0.01
C3 3.0823 -2.8601 -6.2467  -0.53
C4 4.6180 1.7933 -1.5778  -0.25
C5 4.7789 -2.8013 -4.4871  -0.23
H4 3.0345 -4.9739 -6.4304  0.10
H5 1.5249 -4.2412 -5.8727  0.09
H6 3.5409 1.6556 -1.6739  0.11
C6 3.3052 1.6055 0.9757  0.03
O2 -5.9344 0.3988 3.7510  0.11
H7 3.6539 2.4325 1.5947  0.11
H8 1.2870 -1.7303 4.3596  0.09
H9 -9.3250 1.8139 4.6164  0.11
H10 2.1076 -0.2213 -6.1028  0.05
H11 -3.7704 -1.5638 5.0658  0.13
H12 1.6162 -1.9779 2.6566  0.11
H13 -4.5307 -2.6854 3.1486  0.07
H14 -3.9436 0.6747 4.2916  0.06
O3 -0.0167 0.1463 5.3799  -0.35
H15 3.4082 -0.8884 4.7766  0.07
H16 2.5978 1.0260 1.5677  0.06
H17 5.0639 1.4256 -2.5004  0.11
H18 -10.1829 -1.0574 3.9517  0.08
O4 4.1664 -2.2984 -5.6824  0.00
H19 -9.5689 0.5160 5.7668  0.12
H20 0.4224 0.2026 -6.4250  0.09
H21 -11.2512 0.3573 3.9385  0.08
H22 -8.4765 2.1901 2.8171  0.07
H23 -4.6186 -0.9758 2.5560  0.05
H24 -3.2518 -1.9782 2.1675  0.06
H25 1.0726 0.7882 -4.0966  0.13
H26 -9.9565 0.2025 2.7439  0.07
H27 0.6764 2.2504 -4.9690  0.11
C7 -3.1681 -1.3151 4.1825  -0.43
H28 6.2532 -4.2295 -3.8541  0.08
O5 5.1401 0.9412 -0.5509  -0.01
C8 5.7613 -3.9163 -4.7750  -0.06
O6 4.9225 -0.0966 1.3691  0.09
H29 -1.3267 -1.9194 5.1753  0.06
C9 -10.2257 0.0188 3.7839  -0.07
O7 4.2785 3.3742 -4.5636  0.10
C10 -2.9605 0.2062 4.3007  -0.22
S1 0.4142 0.9411 4.2434  0.46
O8 -2.9535 2.1201 2.5691  -0.36
C11 4.4902 0.7398 0.6230  -0.51
H30 5.2699 -4.7850 -5.2142  0.07
C12 -1.8986 -2.1610 4.2833  -0.09
H31 4.6199 3.8259 -2.2300  0.06
O9 1.5091 1.8371 4.5289  -0.34
C13 2.6071 -4.2143 -5.7764  0.02
C14 1.4112 0.6060 -6.2052  -0.06
H32 2.9915 3.4661 -7.0881  0.10
C15 1.7185 -1.2578 3.4727  -0.29
H33 0.1676 -0.3415 2.4544  0.05
H34 -2.5122 0.4308 5.2677  0.09
H35 2.8637 -4.4479 -4.7469  0.07
H36 -1.2909 -2.0802 3.3828  0.06
C16 3.2045 -0.9402 3.7058  -0.09
H37 4.5774 3.6633 -0.4665  0.07
H38 2.7398 4.8339 -5.9944  0.09
H39 1.4714 3.6263 -6.1927  0.07
H40 -7.7847 0.9881 1.7114  0.10
H41 3.8560 -1.6605 3.2177  0.06
O10 2.5469 -2.2745 -7.1492  0.09
C17 -9.2863 0.7300 4.7368  -0.25
C18 3.2291 3.0178 -5.0285  -0.52
O11 2.6883 1.8791 -4.5642  0.00
N2 0.9565 -0.0795 3.0418  -0.16
H42 -2.1995 -3.2133 4.3677  0.07
C19 -3.9848 -1.7616 2.9496  -0.09
C20 -7.0798 0.7359 3.6970  -0.49
H43 6.5204 -3.5741 -5.4783  0.08
C21 4.9898 3.2471 -1.3866  -0.06
O12 -7.9452 0.2581 4.6256  0.00
C22 -7.5837 1.6173 2.5783  0.02
H44 2.7748 2.0073 0.1170  0.07
H45 6.0746 3.3519 -1.3372  0.08
H46 5.2977 -1.9428 -4.0656  0.13
S2 -2.0673 1.0518 2.9891  0.53
H47 3.4219 0.0399 3.2999  0.04

Atoms 1-3, force components in eV/Å:
0.07 -0.11 -0.05
-0.09 -0.54 0.12
0.25 -0.14 0.20